# 1
The following is a quantum chemistry calculation of a 17-piece molecular cluster, C58H92O44S5 overall, from the OMol25 dataset.

Summary:
Net charge: 0
Total energy, eV: -205895.5855
Molar mass, g/mol: 1653.7

Element x y z (Å)
O: -0.2763 2.8203 4.0211
C: -0.0532 1.9792 4.8729
O: -1.0866 1.2438 5.3466
C: -0.6162 0.3519 6.4197
C: 0.9719 0.3413 6.3909
C: 1.2668 1.6553 5.5912
H: -0.8974 -0.6919 6.2802
H: -0.9648 0.6984 7.3926
H: 1.3665 -0.5972 6.0014
H: 1.2972 0.2810 7.4295
H: 2.0759 1.4779 4.8827
H: 1.5878 2.4557 6.2580
O: 1.9132 5.8851 -0.0257
C: 0.8204 6.0271 0.5585
O: -0.3974 6.3971 -0.0737
C: -1.4474 6.2187 0.8441
C: -0.8302 6.4043 2.2138
C: 0.5416 5.7329 2.0176
H: -1.9021 5.2457 0.6579
H: -2.2623 6.9368 0.7527
H: -1.4176 5.8715 2.9616
H: -0.7233 7.4448 2.5203
H: 0.5635 4.6435 2.0463
H: 1.3652 6.1350 2.6076
O: -1.2801 3.7799 -1.0004
C: -2.4004 3.7388 -1.4836
O: -3.4933 4.0376 -0.8246
C: -4.6036 3.4866 -1.5140
C: -4.2248 3.3271 -2.9794
C: -2.6997 3.0576 -2.8108
H: -5.3656 4.2382 -1.3076
H: -4.8039 2.5788 -0.9448
H: -4.2839 4.1960 -3.6348
H: -4.7003 2.4582 -3.4343
H: -2.0105 3.3395 -3.6068
H: -2.5814 1.9785 -2.7120
O: 0.4027 -4.2180 2.0549
C: -0.3431 -3.8973 2.9277
O: -1.3103 -4.6642 3.3170
C: -1.9151 -4.2465 4.5364
C: -1.2251 -2.9882 4.9090
C: -0.4368 -2.5568 3.6940
H: -1.7238 -4.8568 5.4190
H: -2.9974 -4.1579 4.4426
H: -0.6240 -3.0738 5.8143
H: -1.9927 -2.2276 5.0515
H: 0.5637 -2.1541 3.8519
H: -1.0583 -1.8415 3.1553
O: -0.2543 0.5260 -4.6261
C: -0.8996 -0.4669 -4.3794
O: -2.1046 -0.6336 -4.6054
C: -2.5366 -2.0048 -4.3023
C: -1.3134 -2.7549 -4.5357
C: -0.2931 -1.8241 -3.9296
H: -3.3674 -2.2354 -4.9692
H: -2.8290 -1.9955 -3.2523
H: -1.0574 -2.9774 -5.5716
H: -1.2945 -3.6491 -3.9127
H: 0.6138 -1.9847 -4.5126
H: -0.1445 -2.0278 -2.8691
O: 0.4466 7.2295 -3.7723
C: 0.7460 6.0185 -3.9610
O: -0.2151 5.0655 -4.4490
C: 0.3278 3.8065 -4.6016
C: 1.9351 4.1720 -4.7357
C: 2.0497 5.3434 -3.7334
H: -0.0549 3.2466 -5.4549
H: 0.0036 3.1212 -3.8185
H: 2.1474 4.4826 -5.7587
H: 2.5888 3.3190 -4.5535
H: 2.8968 6.0142 -3.8766
H: 2.0780 5.0899 -2.6736
O: 2.3583 -3.4991 -4.0200
C: 2.5078 -4.4195 -4.9103
O: 3.5602 -5.1716 -4.8391
C: 3.7986 -5.9088 -5.9984
C: 2.5691 -5.6673 -6.8435
C: 1.5991 -4.8522 -6.0414
H: 3.8029 -6.9637 -5.7241
H: 4.7492 -5.7659 -6.5121
H: 2.2216 -6.6090 -7.2685
H: 2.8788 -5.0782 -7.7067
H: 0.8398 -5.4581 -5.5470
H: 1.0392 -4.1061 -6.6052
O: 2.1039 0.0756 2.8732
C: 2.8243 -0.8766 2.5311
O: 2.7082 -2.0289 3.0316
C: 3.5057 -3.0242 2.3997
C: 4.4813 -2.2301 1.5176
C: 3.8467 -0.8175 1.3895
H: 2.8582 -3.7566 1.9176
H: 4.0675 -3.5963 3.1381
H: 4.6499 -2.7144 0.5558
H: 5.3617 -2.1879 2.1589
H: 3.4953 -0.6457 0.3721
H: 4.5026 0.0360 1.5607
O: -4.4893 -4.6993 -2.3953
C: -3.9546 -4.4325 -1.3189
O: -2.6695 -4.7695 -1.1224
C: -2.3186 -4.4379 0.1961
C: -3.4957 -3.8703 0.9797
C: -4.6119 -3.8426 -0.0334
H: -1.4976 -3.7252 0.2738
H: -1.9077 -5.3145 0.6970
H: -3.4363 -2.9183 1.5073
H: -3.6558 -4.5162 1.8430
H: -5.1264 -2.8842 -0.1036
H: -5.4814 -4.4689 0.1664
O: 4.3628 -7.5458 -2.5492
C: 3.3086 -7.0929 -2.1774
O: 3.1616 -5.8731 -1.6640
C: 1.8456 -5.4688 -1.3387
C: 1.2109 -6.8325 -1.2748
C: 1.8873 -7.6275 -2.3473
H: 1.3361 -4.7865 -2.0191
H: 1.9953 -5.0424 -0.3468
H: 0.1355 -6.9890 -1.3586
H: 1.5929 -7.2004 -0.3225
H: 1.4711 -7.4219 -3.3335
H: 1.7624 -8.7014 -2.2086
O: -6.3347 3.1891 5.2338
C: -5.1343 3.4742 4.9167
O: -4.8128 3.5333 3.5899
C: -3.4372 3.8779 3.4391
C: -3.1112 4.4737 4.7985
C: -3.9162 3.7075 5.8170
H: -3.3421 4.6114 2.6384
H: -2.8537 3.0103 3.1311
H: -3.3043 5.5447 4.8609
H: -2.0519 4.3770 5.0362
H: -4.0186 4.1821 6.7929
H: -3.3937 2.7793 6.0486
O: -6.1275 -2.5503 -4.3350
C: -6.6266 -1.4627 -4.0883
O: -7.8917 -1.3743 -3.5803
C: -8.1469 -0.1419 -2.9012
C: -7.0459 0.7529 -3.4747
C: -5.8735 -0.1448 -3.9112
H: -7.9831 -0.2028 -1.8253
H: -9.2052 0.0136 -3.1107
H: -6.7263 1.5678 -2.8252
H: -7.4680 1.2627 -4.3408
H: -5.0813 -0.3177 -3.1828
H: -5.3638 0.2039 -4.8094
C: 3.4316 0.0482 -3.3219
C: 4.2552 -1.0824 -2.6671
O: 5.3379 -1.2643 -3.4761
S: 5.2046 -0.5811 -4.9243
O: 4.2888 -1.4137 -5.7481
O: 6.4986 -0.2186 -5.5173
O: 4.3618 0.5876 -4.1799
H: 3.0873 0.7946 -2.6060
H: 2.6442 -0.3941 -3.9323
H: 3.7363 -2.0392 -2.6088
H: 4.5928 -0.8939 -1.6479
C: -0.2761 1.4459 0.9325
C: 0.9453 1.5569 -0.0811
O: 0.7134 0.4868 -1.0079
S: -0.2814 -0.6923 -0.3807
O: 0.5536 -1.9014 -0.1438
O: -1.4521 -0.9071 -1.2230
O: -0.6407 0.0939 1.0616
H: -1.1033 2.0394 0.5432
H: -0.0227 1.7818 1.9380
H: 1.8429 1.3028 0.4827
H: 1.0705 2.5754 -0.4485
C: 5.9669 1.1292 3.8603
C: 7.2695 1.6964 4.2964
O: 8.2660 0.6706 4.3278
S: 7.6150 -0.8071 3.9658
O: 7.1540 -1.4850 5.1713
O: 8.3837 -1.6525 3.0294
O: 6.2700 -0.1028 3.2352
H: 5.5846 1.7097 3.0207
H: 5.3670 1.0168 4.7635
H: 7.1488 2.2741 5.2129
H: 7.6651 2.3997 3.5636
C: 4.3446 4.3794 2.0832
C: 4.9636 5.1907 0.9450
O: 5.6271 4.1738 0.2874
S: 4.6363 2.8382 0.1715
O: 5.3989 1.6328 0.0213
O: 3.5293 2.9845 -0.6831
O: 4.1564 3.0840 1.7211
H: 3.4103 4.8552 2.3810
H: 5.0283 4.3427 2.9313
H: 5.5954 6.0036 1.3028
H: 4.2546 5.5890 0.2192
C: -3.8430 -0.5624 3.5349
C: -5.3634 -0.0920 3.5880
O: -5.7792 -0.0339 2.2421
S: -4.4687 0.2303 1.1788
O: -4.2091 1.6848 1.1877
O: -4.6862 -0.3969 -0.1067
O: -3.4386 -0.6380 2.1594
H: -3.7893 -1.5370 4.0199
H: -3.1387 0.1358 3.9874
H: -5.3978 0.8762 4.0875
H: -6.0728 -0.7260 4.1199

---

# 2
The following is a quantum chemistry calculation of a 9-piece molecular cluster, C59H103ClFN11O2PS overall, from the OMol25 dataset.

Summary:
Net charge: +1
Total energy, eV: -118692.6866
Molar mass, g/mol: 1116.0

Element x y z (Å)
C: 4.0352 1.6102 -7.3528
C: 3.9838 1.2480 -5.8083
C: 2.5454 0.6874 -5.4196
C: 2.6448 -0.8846 -5.3669
C: 3.2016 -1.2939 -3.9280
C: 3.3138 -2.8702 -3.9637
N: 3.5212 -3.5405 -2.6419
P: 3.3857 -5.3739 -2.9641
C: 1.7937 -5.8072 -3.8440
C: 1.9832 -6.4615 -5.2925
C: 4.7645 -6.0356 -3.9994
C: 4.7315 -7.6293 -3.8163
C: 2.4970 -3.2876 -1.5677
C: 1.0055 -3.0818 -1.9983
C: 0.0347 -4.2321 -1.4501
C: -1.3281 -3.6434 -0.8953
Cl: -2.0761 -2.4254 -2.0209
C: 2.8413 -2.1321 -0.5273
C: 1.9457 -2.2220 0.7928
C: 1.2485 -0.8268 1.1357
C: -0.3122 -0.8800 1.0502
O: -0.9176 0.3735 1.4726
C: -0.7288 1.3479 0.5002
C: -1.6132 1.5024 -0.7662
O: 0.1990 2.1004 0.6347
N: 4.2385 -2.1133 -0.0558
C: 4.4898 -0.9719 0.8514
C: 4.2516 0.3412 0.3111
C: 4.5242 1.4724 1.2059
C: 4.9992 1.0437 2.5031
C: 5.1575 -0.3237 2.9200
N: 4.8955 -1.3428 2.0718
C: 5.0793 -2.0043 -1.2552
C: 4.9179 -3.3475 -2.0669
F: 5.9099 -3.2902 -3.0246
S: 5.3812 -4.6887 -0.8393
H: 4.6428 0.8661 -7.9133
H: 4.4422 2.6502 -7.4357
H: 2.9869 1.6611 -7.7318
H: 4.1500 2.1673 -5.1948
H: 4.7914 0.5236 -5.5261
H: 2.3449 1.0535 -4.3780
H: 1.7474 1.0255 -6.1155
H: 3.2723 -1.3161 -6.1845
H: 1.6157 -1.3178 -5.4517
H: 2.4452 -0.9126 -3.2063
H: 4.1952 -0.7873 -3.8569
H: 2.3826 -3.1988 -4.4954
H: 4.1212 -3.0885 -4.7110
H: 1.0795 -4.9696 -4.0132
H: 1.2717 -6.5692 -3.2058
H: 2.3430 -7.5097 -5.2499
H: 2.6220 -5.7706 -5.8854
H: 0.9683 -6.4172 -5.7640
H: 4.6723 -5.7998 -5.0940
H: 5.7975 -5.7429 -3.7129
H: 3.7663 -7.9364 -3.3438
H: 4.7460 -8.1212 -4.8230
H: 5.6020 -7.9705 -3.2113
H: 2.4998 -4.2219 -0.9403
H: 0.7823 -3.0175 -3.0827
H: 0.5964 -2.1383 -1.5476
H: -0.2728 -4.9334 -2.2643
H: 0.4903 -4.7767 -0.5817
H: -2.0373 -4.5125 -0.8903
H: -1.2631 -3.3021 0.1586
H: 2.5063 -1.1736 -1.0220
H: 1.0977 -2.9484 0.6815
H: 2.5383 -2.6084 1.6613
H: 1.5842 -0.0098 0.4556
H: 1.4992 -0.5903 2.2027
H: -0.5709 -0.9692 -0.0456
H: -0.7818 -1.7151 1.6160
H: -1.8005 0.5126 -1.2428
H: -1.1205 2.1458 -1.5359
H: -2.5507 2.0395 -0.4752
H: 3.8909 0.5171 -0.7263
H: 4.3851 2.5270 0.9130
H: 5.2351 1.8454 3.2616
H: 5.5305 -0.5217 3.9459
H: 4.9558 -1.0756 -1.8594
H: 6.1491 -2.0143 -0.9124
H: 4.3748 -4.7772 0.0790
C: -1.7198 -4.7137 -7.8818
C: -1.2018 -4.4538 -9.2939
C: 0.1252 -5.1607 -9.5946
C: 1.1810 -4.6867 -8.6653
N: 1.9938 -4.3136 -7.9479
H: -1.0301 -4.3323 -7.1233
H: -2.6699 -4.2141 -7.7336
H: -1.8648 -5.7808 -7.7085
H: -1.0822 -3.3760 -9.4345
H: -1.9527 -4.7910 -10.0134
H: 0.4380 -4.9503 -10.6189
H: 0.0182 -6.2423 -9.4884
C: -1.5639 1.9117 3.8099
C: -2.4378 2.5927 4.8588
C: -2.1004 2.1556 6.2854
C: -2.3056 0.6921 6.4324
N: -2.4672 -0.4376 6.5437
H: -1.7051 0.8303 3.8080
H: -1.8180 2.2731 2.8138
H: -0.5051 2.1197 3.9870
H: -3.4876 2.3736 4.6426
H: -2.3140 3.6707 4.7794
H: -2.7397 2.6762 6.9991
H: -1.0619 2.3948 6.5244
C: 3.3055 3.2901 6.4944
C: 3.7122 4.7412 6.2602
C: 4.3917 4.9580 4.9052
C: 5.6305 4.1440 4.8183
N: 6.5881 3.5159 4.7545
H: 4.1733 2.6272 6.5115
H: 2.8006 3.1878 7.4563
H: 2.6229 2.9432 5.7137
H: 4.3823 5.0565 7.0639
H: 2.8233 5.3738 6.3167
H: 4.6512 6.0103 4.7779
H: 3.7218 4.6735 4.0908
C: -4.0632 -8.9259 -4.2877
C: -3.2132 -7.9516 -3.4798
C: -2.6363 -6.8170 -4.3325
C: -1.7656 -7.3761 -5.3946
N: -1.0910 -7.8106 -6.2140
H: -3.4748 -9.4302 -5.0571
H: -4.4765 -9.6984 -3.6374
H: -4.8950 -8.4099 -4.7736
H: -2.4005 -8.5036 -2.9990
H: -3.8246 -7.5214 -2.6829
H: -2.0483 -6.1393 -3.7092
H: -3.4384 -6.2397 -4.7973
C: -6.9372 4.1520 5.5344
C: -6.5044 3.7830 6.9493
C: -5.6039 4.8423 7.5923
C: -4.3652 5.0119 6.7926
N: -3.4082 5.1234 6.1621
H: -6.0816 4.2329 4.8602
H: -7.5988 3.3854 5.1280
H: -7.4739 5.1038 5.5243
H: -5.9832 2.8219 6.9222
H: -7.3928 3.6487 7.5702
H: -5.3318 4.5409 8.6056
H: -6.1215 5.8022 7.6526
C: -2.0386 10.0789 6.7389
C: -1.6892 9.0510 7.8068
C: -2.7645 7.9743 7.9676
C: -4.0545 8.6082 8.3665
N: -5.0434 9.0983 8.6777
H: -2.9468 10.6302 6.9910
H: -1.2341 10.8093 6.6392
H: -2.1858 9.5992 5.7676
H: -1.5366 9.5692 8.7572
H: -0.7417 8.5734 7.5457
H: -2.4666 7.2555 8.7332
H: -2.9123 7.4292 7.0346
C: -2.3833 11.3292 11.7898
C: -1.5240 12.3365 12.5369
C: -1.0221 13.4712 11.6367
C: -0.1711 12.9222 10.5280
N: 0.4802 12.5029 9.6770
H: -1.8156 10.8398 10.9952
H: -2.7367 10.5503 12.4675
H: -3.2555 11.8111 11.3415
H: -0.6694 11.8197 12.9816
H: -2.1068 12.7578 13.3594
H: -0.4242 14.1739 12.2192
H: -1.8618 14.0183 11.2039
C: -6.7768 -3.9679 -9.4182
C: -5.6654 -4.8228 -10.0177
C: -5.2887 -6.0163 -9.1343
C: -4.8029 -5.5417 -7.8153
N: -4.4245 -5.1702 -6.7994
H: -6.4738 -3.5229 -8.4681
H: -7.0315 -3.1492 -10.0929
H: -7.6788 -4.5607 -9.2480
H: -4.7855 -4.1952 -10.1855
H: -5.9872 -5.1919 -10.9940
H: -4.5010 -6.6038 -9.6102
H: -6.1512 -6.6680 -8.9813